Here is C19H23N3O in the gas phase from the Open Molecules 2025 dataset. Energies are from ωB97M-V with the def2-TZVPD basis set.

Its HOMO energy is -0.2862 Eh. The multiplicity is 1. The energy above the lowest of the compared OMol25 structures with the same formula, charge and spin comes out at 0.0 kJ/mol. As for the structure (SMILES): [H]/N=c1\n(CCCC)c2ccccc2n1C[C@H](O)c1ccccc1. As for the charge: 0.

Positions of all 46 atoms, in Å:
H1 -0.5026 -3.0147 -1.2854
N1 -0.0355 -2.1497 -1.0491
C1 -0.6462 -1.4082 -0.2096
N2 -1.8723 -1.5652 0.4159
C2 -2.7652 -2.6827 0.2704
C3 -2.8472 -3.5771 1.5143
C4 -1.6294 -4.4733 1.7481
C5 -0.4002 -3.7275 2.2564
C6 -2.1167 -0.4560 1.2003
C7 -3.1991 -0.1093 1.9845
C8 -3.1452 1.1070 2.6522
C9 -2.0474 1.9453 2.5359
C10 -0.9592 1.6065 1.7433
C11 -1.0049 0.3980 1.0766
N3 -0.1137 -0.2166 0.2250
C12 1.1799 0.2707 -0.1739
C13 1.2299 0.6690 -1.6723
O1 1.5618 -0.4262 -2.4764
C14 2.2408 1.7777 -1.8533
C15 3.5284 1.4991 -2.2860
C16 4.4565 2.5174 -2.4157
C17 4.1078 3.8207 -2.1068
C18 2.8233 4.1043 -1.6728
C19 1.8940 3.0880 -1.5478
H2 -3.7650 -2.2917 0.0463
H3 -2.4367 -3.2743 -0.5893
H4 -3.7279 -4.2124 1.3950
H5 -3.0035 -2.9499 2.3939
H6 -1.3809 -5.0007 0.8241
H7 -1.9085 -5.2270 2.4885
H8 -0.6577 -3.1043 3.1108
H9 0.3623 -4.4376 2.5685
H10 0.0305 -3.0962 1.4852
H11 -4.0613 -0.7512 2.0746
H12 -3.9773 1.4038 3.2722
H13 -2.0379 2.8842 3.0681
H14 -0.1142 2.2710 1.6527
H15 1.4227 1.1285 0.4538
H16 1.9256 -0.5150 -0.0124
H17 0.2301 1.0568 -1.9459
H18 1.0575 -1.1986 -2.1397
H19 3.7834 0.4809 -2.5327
H20 5.4560 2.2925 -2.7584
H21 4.8323 4.6157 -2.2071
H22 2.5445 5.1208 -1.4352
H23 0.8891 3.3120 -1.2163

Partial charges, Mulliken, in e:
1. H 0.22
2. N -0.68
3. C 0.09
4. N 0.38
5. C -1.13
6. C -0.56
7. C -0.47
8. C -0.93
9. C 0.60
10. C -0.72
11. C -0.81
12. C -0.74
13. C -0.95
14. C 1.11
15. N 0.50
16. C -1.43
17. C 0.40
18. O -0.61
19. C -0.01
20. C -0.39
21. C -0.55
22. C -0.42
23. C -0.62
24. C -0.29
25. H 0.42
26. H 0.46
27. H 0.39
28. H 0.34
29. H 0.27
30. H 0.35
31. H 0.29
32. H 0.40
33. H 0.11
34. H 0.40
35. H 0.39
36. H 0.40
37. H 0.36
38. H 0.51
39. H 0.25
40. H 0.34
41. H 0.38
42. H 0.41
43. H 0.39
44. H 0.38
45. H 0.39
46. H 0.40